1.
CH10FeO8 as an isolated structure, computed with wB97M-V/def2-TZVPD.

```
20
Properties=species:S:1:pos:R:3:lowdin_spin:R:1
Fe -11.152 36.981 3.675 3.696
C -8.706 36.665 4.387 0.005
O -9.646 36.206 5.188 0.059
O -7.497 36.515 4.561 0.015
O -9.207 37.333 3.344 0.097
O -13.293 37.095 3.063 0.026
H -13.746 37.777 2.560 0.002
H -13.961 36.461 3.342 0.001
O -11.630 38.181 5.495 0.022
H -12.326 38.826 5.333 0.001
H -11.516 38.141 6.449 0.002
O -10.855 35.826 1.817 0.021
H -9.937 36.072 1.623 0.001
H -11.117 35.163 1.174 0.003
O -11.230 38.939 2.530 0.021
H -11.569 39.823 2.695 0.002
H -10.587 39.030 1.818 0.000
O -11.864 35.251 4.846 0.021
H -11.004 35.243 5.338 0.000
H -12.454 34.593 5.222 0.004
```

- Energy: -1909.7678 Ha
- Lowest unoccupied orbital energy (alpha / beta): -0.024 / -0.024 hartree
- F_max: 1.69 eV/Å
- <S²>: 6.007
- Molar mass: 205.93 u
- Energy relative to the best compared isomer or geometry (same formula, charge and spin): 0.0 kJ/mol
- 2S+1: 5
- Kohn-Sham gap (alpha / beta): 0.2272 / 0.2363 Ha

---

2.
C25H43N8O2SV as an isolated structure, computed with wB97M-V/def2-TZVPD.

```
80
Properties=species:S:1:pos:R:3:lowdin_spin:R:1
V -0.237 0.270 0.201 1.914
C 1.980 1.261 2.113 0.007
N 1.078 2.081 1.287 -0.003
C 1.909 2.900 0.398 0.001
C 0.327 2.961 2.211 0.000
C -0.586 4.038 1.621 0.000
N -1.754 3.565 0.869 0.001
C -2.470 4.697 0.281 0.000
C -2.664 2.736 1.662 0.003
H 2.809 1.858 2.507 0.000
H 2.375 0.432 1.522 0.003
H 1.437 0.837 2.955 0.000
H 2.469 3.648 0.974 0.000
H 1.295 3.415 -0.332 0.000
H 2.640 2.277 -0.111 0.000
H 1.052 3.507 2.832 0.000
H -0.250 2.322 2.880 0.000
H -0.016 4.694 0.961 0.000
H -0.926 4.642 2.471 0.000
H -2.881 5.367 1.042 0.000
H -3.299 4.326 -0.321 0.000
H -1.798 5.275 -0.352 0.000
H -3.049 3.262 2.540 0.000
H -2.151 1.832 1.990 0.002
H -3.513 2.439 1.043 0.000
O -0.548 0.180 2.232 0.016
S -1.280 -1.097 2.149 0.010
O -2.659 -1.007 2.494 0.004
N -1.039 -1.357 0.566 0.006
C -1.779 -2.274 -0.112 0.000
C -2.364 -3.396 0.453 0.003
C -3.182 -4.226 -0.319 -0.001
C -3.413 -3.960 -1.645 0.002
C -2.833 -2.831 -2.259 0.000
C -3.045 -2.471 -3.604 0.001
C -2.448 -1.338 -4.096 0.000
C -1.647 -0.569 -3.246 0.001
N -1.428 -0.863 -1.980 -0.003
C -2.004 -1.977 -1.485 0.000
C -0.426 -2.336 3.087 0.000
C -0.923 -2.738 4.313 0.000
C -0.268 -3.754 4.992 0.000
C 0.830 -4.373 4.416 0.000
C 1.318 -3.952 3.186 0.000
C 0.698 -2.910 2.517 0.001
H -2.192 -3.625 1.494 0.000
H -3.641 -5.081 0.155 0.000
H -4.048 -4.603 -2.231 0.000
H -3.665 -3.090 -4.233 0.000
H -2.579 -1.029 -5.120 0.000
H -1.163 0.321 -3.630 0.000
H -1.816 -2.269 4.700 0.000
H -0.627 -4.061 5.961 0.000
H 1.306 -5.196 4.926 0.000
H 2.168 -4.449 2.747 0.000
H 1.065 -2.544 1.562 0.001
C 4.439 -1.420 -2.043 0.000
C 3.267 -0.479 -2.318 0.000
C 3.796 0.933 -2.600 0.000
C 2.433 -0.973 -3.497 0.000
N 2.426 -0.498 -1.092 0.006
N 1.195 0.191 -1.241 0.004
H 5.105 -1.445 -2.901 0.000
H 4.081 -2.427 -1.850 0.000
H 5.010 -1.078 -1.183 0.000
H 4.367 0.927 -3.523 0.000
H 4.459 1.266 -1.804 0.000
H 2.998 1.667 -2.724 0.000
H 3.084 -1.214 -4.330 0.000
H 1.735 -0.212 -3.841 0.000
H 1.895 -1.877 -3.224 0.000
H 2.976 -0.056 -0.355 0.000
H 0.679 -0.360 -1.938 0.003
H 1.334 1.135 -1.640 0.003
N -0.252 2.550 -1.910 0.003
N -1.026 1.808 -0.958 0.005
H -0.474 3.543 -1.852 0.000
H -0.454 2.257 -2.864 0.000
H -1.907 1.471 -1.365 0.002
H -1.314 2.524 -0.180 0.005
```

- Energy: -2908.6218 Ha
- Lowest unoccupied orbital energy (alpha / beta): -0.224 / -0.208 hartree
- F_max: 3.12 eV/Å
- <S²>: 2.013
- Net charge: +2
- Molar mass: 570.68 u
- 2S+1: 3
- Kohn-Sham gap (alpha / beta): 0.2758 / 0.2961 Ha

---

3.
C26H43F3O2P2Tl as an isolated structure, computed with wB97M-V/def2-TZVPD.

```
77
Properties=species:S:1:pos:R:3:lowdin_charge:R:1
Tl 2.134 2.041 -0.530 0.580
C -1.456 -2.534 3.463 -0.110
C -1.027 -3.223 2.281 -0.105
C 0.839 -2.434 3.375 -0.110
C -0.297 -2.094 4.152 -0.121
C 0.390 -3.123 2.207 -0.118
C -2.844 -2.273 3.879 0.007
H -3.560 -2.487 3.073 0.079
H -2.944 -1.212 4.166 0.094
H -3.135 -2.869 4.763 0.113
C -0.244 -1.354 5.418 0.006
H -0.295 -0.275 5.221 0.090
H 0.699 -1.555 5.922 0.090
H -1.046 -1.651 6.099 0.103
C 2.241 -2.136 3.716 0.004
H 2.754 -3.005 4.167 0.118
H 2.281 -1.307 4.432 0.095
H 2.812 -1.845 2.825 0.091
C 1.233 -3.617 1.112 -0.003
H 1.459 -4.694 1.201 0.118
H 2.189 -3.078 1.101 0.090
H 0.750 -3.464 0.136 0.067
C -1.857 -3.871 1.251 -0.004
H -1.582 -4.927 1.078 0.114
H -1.713 -3.370 0.279 0.058
H -2.930 -3.830 1.474 0.085
C -2.913 0.360 0.347 -0.086
C -3.720 -0.719 0.274 -0.100
C -3.914 -1.701 -0.840 -0.192
C -2.935 -1.735 -2.044 -0.191
C -1.562 -2.159 -1.669 -0.123
C -0.624 -1.473 -0.993 -0.115
C -0.604 -0.051 -0.534 -0.228
C -1.892 0.795 -0.632 -0.203
H -4.935 -1.556 -1.254 0.125
H -3.012 -0.779 -2.578 0.106
H -3.911 -2.719 -0.407 0.096
H -2.283 0.776 -1.660 0.096
H -3.157 1.097 1.111 0.091
H -4.553 -0.773 1.002 0.112
H -1.622 1.833 -0.330 0.107
H -0.279 -0.018 0.514 0.105
H 0.389 -1.916 -0.906 0.095
H 0.158 0.478 -1.167 0.006
H -3.310 -2.514 -2.742 0.118
H -1.236 -3.105 -2.121 0.115
P 1.139 3.090 -2.667 0.654
P 4.114 2.057 -2.764 0.722
C 2.137 3.532 -4.169 -0.382
C 3.643 3.411 -3.963 -0.426
H 1.877 4.563 -4.462 0.089
H 1.802 2.863 -4.982 0.085
H 4.121 3.138 -4.916 0.078
H 4.101 4.351 -3.612 0.092
C 5.914 2.209 -3.080 -0.281
H 6.405 1.310 -2.693 0.048
H 6.320 3.112 -2.606 0.052
H 6.057 2.260 -4.167 0.050
C 3.875 0.720 -3.995 -0.275
H 4.259 1.093 -4.951 0.050
H 2.825 0.426 -4.095 0.037
H 4.489 -0.131 -3.681 0.050
C 0.401 4.700 -2.236 -0.250
H -0.515 4.574 -1.633 0.064
H 0.154 5.189 -3.193 0.054
H 1.117 5.336 -1.684 0.061
C -0.141 2.055 -3.461 -0.231
H 0.338 1.448 -4.245 0.051
H -0.897 2.708 -3.925 0.071
H -0.642 1.369 -2.761 0.007
F -3.277 2.357 2.902 0.089
C -2.222 2.212 3.758 -0.439
F -2.218 3.308 4.593 0.106
F -2.535 1.128 4.560 0.068
C -0.813 1.956 2.995 -0.578
O -0.789 2.389 1.815 -0.059
O 0.026 1.336 3.688 -0.024
```

- Energy: -2321.4242 Ha
- Lowest unoccupied orbital energy (alpha / beta): -0.183 / -0.181 hartree
- F_max: 2.38 eV/Å
- Net charge: +1
- Molar mass: 710.95 u
- Kohn-Sham gap (alpha / beta): 0.2111 / 0.2129 Ha

---

4.
C19H35BaN2O11SSi as an isolated structure, computed with wB97M-V/def2-TZVPD.

```
70
Properties=species:S:1:pos:R:3:lowdin_charge:R:1
Ba -0.027 2.546 1.131 2.100
C 4.528 1.327 0.092 0.003
C 4.162 2.752 0.317 -0.367
N 2.978 3.192 0.685 0.097
C 3.082 4.564 0.767 -0.129
C 4.360 4.945 0.445 -0.090
N 5.025 3.778 0.166 0.165
C 5.103 6.220 0.310 -0.509
O 4.434 7.323 0.514 0.113
O 6.283 6.187 0.011 0.063
C 1.932 5.443 1.223 -0.610
O 2.069 6.678 1.074 0.021
O 0.963 4.843 1.721 -0.222
H 3.626 0.723 0.128 0.056
H 5.217 0.971 0.860 0.085
H 5.001 1.188 -0.881 0.084
H 5.996 3.760 -0.105 0.165
H 3.441 7.111 0.746 0.058
C -3.880 1.240 1.150 -0.127
S -2.906 2.514 1.922 0.362
O -3.748 3.278 2.799 -0.312
O -1.797 1.793 2.616 -0.614
O -2.322 3.284 0.795 -0.597
H -3.956 0.404 1.841 0.057
H -3.369 0.925 0.242 0.047
H -4.862 1.649 0.925 0.070
C 2.430 -1.834 -0.484 -0.040
C 1.323 -2.227 -1.459 -0.648
C 1.275 -1.249 -2.632 -0.028
C 1.550 -3.648 -1.968 -0.032
O 0.084 -2.249 -0.759 -0.123
Si -0.854 -0.937 -0.346 -0.028
O -0.036 0.367 -0.051 -0.537
O -1.797 -1.505 0.898 -0.112
C -1.397 -2.153 2.100 -0.640
C -0.061 -1.617 2.610 -0.023
C -1.305 -3.656 1.834 -0.028
C -2.486 -1.856 3.126 -0.030
O -1.951 -0.653 -1.554 -0.099
C -2.950 -1.497 -2.122 -0.643
C -2.481 -2.945 -2.252 -0.030
C -4.211 -1.439 -1.262 -0.033
C -3.235 -0.924 -3.507 -0.035
H 3.392 -1.737 -0.993 0.085
H 2.526 -2.589 0.300 0.086
H 2.160 -0.882 -0.026 0.054
H 2.206 -1.288 -3.202 0.085
H 1.122 -0.233 -2.266 0.077
H 0.448 -1.505 -3.298 0.081
H 2.506 -3.727 -2.490 0.083
H 0.751 -3.935 -2.654 0.076
H 1.549 -4.346 -1.128 0.083
H 0.741 -1.843 1.907 0.069
H 0.180 -2.070 3.574 0.089
H -0.128 -0.536 2.739 0.073
H -0.587 -3.843 1.035 0.073
H -2.281 -4.037 1.526 0.084
H -0.992 -4.193 2.733 0.082
H -2.531 -0.781 3.310 0.072
H -2.281 -2.364 4.071 0.084
H -3.453 -2.198 2.750 0.085
H -2.276 -3.375 -1.271 0.079
H -1.566 -2.997 -2.843 0.072
H -3.252 -3.541 -2.745 0.086
H -3.958 -1.688 -0.231 0.074
H -4.963 -2.142 -1.627 0.083
H -4.639 -0.434 -1.290 0.080
H -2.352 -1.024 -4.142 0.080
H -3.478 0.136 -3.421 0.086
H -4.072 -1.443 -3.980 0.082
```

- Energy: -2395.8669 Ha
- Lowest unoccupied orbital energy: 0.081 hartree
- F_max: 2.66 eV/Å
- Net charge: -1
- Molar mass: 664.97 u
- Energy relative to the best compared isomer or geometry (same formula, charge and spin): 42.2 kJ/mol
- Kohn-Sham gap: 0.3366 Ha